Here is one molecule with the formula C5H8O from OMol25. Energies are from ωB97M-V/def2-TZVPD.

Results
**Kohn-Sham gap**: 0.343 Ha
**Lowest unoccupied orbital energy**: 1.1 eV
**Energy relative to the best compared isomer or geometry (same formula, charge and spin)**: 0.758 eV
**HOMO energy**: -8.194 eV

Positions of all 14 atoms, in Å:
C 1.03854 -1.56570 -1.10727
C 0.32700 -0.49250 -0.35747
C -0.86750 -0.51636 0.23090
C -1.17278 0.84795 0.79326
C 0.18725 1.55081 0.59703
O 0.97621 0.70927 -0.26655
H 1.30734 -1.22425 -2.11234
H 1.96184 -1.86400 -0.59902
H 0.38782 -2.43939 -1.19548
H -1.53288 -1.36926 0.25328
H -1.46617 0.82753 1.84875
H -1.98156 1.34425 0.24014
H 0.72587 1.65608 1.54622
H 0.10902 2.53557 0.12854

Population analysis type Mulliken, resulting atomic charges in e:
1. C -1.14
2. C 0.41
3. C -0.27
4. C -0.39
5. C -0.40
6. O -0.43
7. H 0.29
8. H 0.27
9. H 0.29
10. H 0.35
11. H 0.28
12. H 0.23
13. H 0.24
14. H 0.26

---

Here is C34H39N3O3PtSSe as an isolated structure at a distorted geometry from OMol25. Energies are from ωB97M-V/def2-TZVPD.

Results
**Total charge**: +2
**Kohn-Sham gap (spin up / spin down)**: 0.316 / 0.223 Ha
**2S+1**: 5
**Lowest unoccupied orbital energy (spin up / spin down)**: -5.5 / -8.4 eV
**HOMO energy (spin up / spin down)**: -14.080 / -14.478 eV

Positions of all 82 atoms, in Å:
Pt -0.78063 0.12929 -0.83133
C 1.60696 -5.97645 2.20367
C 2.48987 -4.85457 1.65669
C 3.43808 -4.37694 2.76951
C 3.30369 -5.39298 0.46712
C 1.67343 -3.66671 1.17959
C 0.28234 -3.62200 1.24690
C -0.39245 -2.50151 0.80098
N 0.24120 -1.44573 0.30130
C 1.58229 -1.45918 0.19970
C 2.31019 -2.54546 0.63936
C 2.16865 -0.24885 -0.40760
C 3.52289 -0.05253 -0.60709
C 3.99631 1.11539 -1.20450
C 3.03540 2.05309 -1.59088
C 1.69956 1.80425 -1.36902
N 1.27701 0.68508 -0.77575
C 5.46961 1.38285 -1.44487
C 5.86470 2.66484 -0.69270
C 5.69132 1.57475 -2.95517
C 6.35165 0.23125 -0.95787
H 2.23607 -6.80584 2.52393
H 0.92468 -6.35753 1.44176
H 1.03210 -5.64665 3.07100
H 4.01506 -5.22235 3.14384
H 2.87546 -3.95466 3.60392
H 4.14209 -3.62475 2.41102
H 3.88970 -6.25528 0.78454
H 3.99509 -4.64603 0.07547
H 2.64231 -5.70907 -0.34125
H -0.28499 -4.45051 1.64181
H -1.47238 -2.44746 0.85134
H 3.38728 -2.53137 0.55915
H 4.21738 -0.81983 -0.30315
H 3.32183 2.97735 -2.07150
H 0.94012 2.51029 -1.67761
H 5.32354 3.53745 -1.05955
H 6.92934 2.84965 -0.83491
H 5.67682 2.56354 0.37762
H 5.13458 2.42739 -3.34430
H 5.39074 0.68306 -3.50777
H 6.74943 1.75376 -3.14532
H 6.24862 0.07598 0.11821
H 7.39571 0.46886 -1.15583
H 6.12150 -0.69794 -1.48329
O -4.51361 0.92467 -1.25624
C -3.78106 0.44082 -2.11912
N -2.46818 0.20265 -1.95073
S -1.70162 -0.45255 -3.27968
O -0.69404 0.49515 -3.67763
O -1.21901 -1.74532 -2.86029
C -3.16280 -0.48429 -4.27522
C -3.36069 -0.91710 -5.56587
C -4.65392 -0.83956 -6.07624
C -5.69645 -0.34250 -5.30474
C -5.48203 0.09932 -4.00340
C -4.20051 0.02367 -3.49223
H -2.54691 -1.30162 -6.16572
H -4.84710 -1.17326 -7.08622
H -6.69397 -0.29688 -5.72024
H -6.29088 0.49124 -3.40217
C -5.06555 4.90704 5.30420
C -4.51942 4.06833 4.20397
C -3.13967 4.04647 3.92817
C -2.61551 3.29500 2.90860
C -1.14126 3.27735 2.62916
C -3.51984 2.53344 2.11461
Se -2.84384 1.59411 0.65036
C -4.92070 2.51740 2.37919
C -5.88318 1.68044 1.59159
C -5.38054 3.28658 3.42306
H -4.28811 5.46627 5.81823
H -5.59330 4.28562 6.03157
H -5.80590 5.60840 4.91221
H -2.47457 4.64988 4.53346
H -0.60947 3.94782 3.29950
H -0.93660 3.58966 1.60255
H -0.73783 2.27017 2.76136
H -5.44979 1.29943 0.66865
H -6.76982 2.26003 1.33706
H -6.21414 0.83008 2.19142
H -6.44232 3.28605 3.63962

Population analysis type Mulliken, resulting atomic charges in e:
1. Pt 1.15
2. C -2.17
3. C 1.88
4. C -1.55
5. C -1.54
6. C 0.12
7. C -0.39
8. C -0.75
9. N -0.82
10. C -0.05
11. C 0.25
12. C -0.21
13. C 0.48
14. C 0.26
15. C -0.45
16. C -0.80
17. N -0.80
18. C 1.84
19. C -1.59
20. C -1.54
21. C -2.10
22. H 0.42
23. H 0.43
24. H 0.44
25. H 0.46
26. H 0.38
27. H 0.32
28. H 0.46
29. H 0.32
30. H 0.38
31. H 0.58
32. H 0.49
33. H 0.46
34. H 0.54
35. H 0.49
36. H 0.56
37. H 0.35
38. H 0.46
39. H 0.38
40. H 0.34
41. H 0.38
42. H 0.46
43. H 0.43
44. H 0.42
45. H 0.44
46. O -0.73
47. C 1.14
48. N -0.38
49. S 0.95
50. O -0.59
51. O -0.61
52. C 0.46
53. C -0.62
54. C -0.54
55. C -0.59
56. C -0.53
57. C -0.24
58. H 0.48
59. H 0.43
60. H 0.42
61. H 0.50
62. C -1.43
63. C 0.71
64. C -1.02
65. C 0.89
66. C -1.80
67. C 0.45
68. Se 0.32
69. C 0.74
70. C -1.16
71. C -0.77
72. H 0.36
73. H 0.37
74. H 0.37
75. H 0.34
76. H 0.39
77. H 0.42
78. H 0.38
79. H 0.01
80. H 0.43
81. H 0.34
82. H 0.52

---

Here is a 2-piece molecular cluster, C2H2INO overall at a distorted geometry from OMol25. Energies are from ωB97M-V/def2-TZVPD.

Results
**Kohn-Sham gap**: 0.270 Ha
**Lowest unoccupied orbital energy**: -1.4 eV
**Energy relative to the best compared isomer or geometry (same formula, charge and spin)**: 2.460 eV
**HOMO energy**: -8.747 eV

Positions of all 7 atoms, in Å:
N 1.15860 -0.65580 -0.60975
C 1.01399 0.51577 -0.17280
C 1.69714 1.56639 0.28578
O 1.77103 2.75649 0.47084
H 0.34236 -1.28982 -0.71562
I -2.30152 -1.07791 0.10209
H -3.68160 -1.81514 0.63945

Population analysis type Mulliken, resulting atomic charges in e:
1. N -0.41
2. C 0.26
3. C 0.26
4. O -0.37
5. H 0.19
6. I -0.05
7. H 0.11

---

Here is C3H3BiFO3 as an isolated structure at a distorted geometry from OMol25. Energies are from ωB97M-V/def2-TZVPD.

Results
**Total charge**: +2
**Kohn-Sham gap (spin up / spin down)**: 0.180 / 0.357 Ha
**2S+1**: 2
**Lowest unoccupied orbital energy (spin up / spin down)**: -12.3 / -12.3 eV
**Energy relative to the best compared isomer or geometry (same formula, charge and spin)**: 0.208 eV
**HOMO energy (spin up / spin down)**: -17.217 / -22.037 eV

Positions of all 11 atoms, in Å:
C 1.17540 -0.89709 -0.40034
C 0.94042 -0.22442 0.88654
F 0.70873 -2.15349 -0.49667
H 1.73123 -0.50632 -1.25183
H 1.35169 0.78981 0.86509
H 1.21215 -0.83947 1.74957
O -0.64085 -0.05541 1.09312
C -1.25910 0.47634 0.09242
O -2.33757 1.12616 0.22658
O -0.62945 0.60958 -1.03756
Bi -2.25266 1.67432 -1.72693

Population analysis type Mulliken, resulting atomic charges in e:
1. C 0.45
2. C -0.25
3. F -0.02
4. H 0.39
5. H 0.33
6. H 0.34
7. O -0.24
8. C 0.88
9. O -0.45
10. O -0.50
11. Bi 1.08

---

Number 1: molar mass 84.1 u, energy -7361.497 eV. Number 2: molar mass 843.8 u, energy -125915.890 eV. Number 3: molar mass 182.9 u, energy -13741.119 eV. Number 4: molar mass 315.0 u, energy -17836.608 eV.